[1]
{"formula": "C18H38F2NO12", "method": "ωB97M-V/def2-TZVPD", "total_charge": 1, "orbital_gap_ev": 10.29, "spin_multiplicity": 1, "e_above_lowest_kcal_mol": 78.1, "largest_force_ev_per_a": 18.52, "total_energy_ha": -1865.3279, "symbols": ["N", "H", "H", "H", "H", "C", "C", "O", "C", "O", "O", "F", "H", "H", "H", "C", "C", "O", "C", "O", "O", "F", "H", "H", "H", "C", "O", "C", "C", "O", "C", "C", "O", "C", "H", "H", "H", "H", "H", "H", "H", "H", "H", "H", "H", "H", "H", "H", "C", "O", "C", "C", "O", "C", "C", "O", "C", "H", "H", "H", "H", "H", "H", "H", "H", "H", "H", "H", "H", "H", "H"], "positions_angstrom": [[0.029718, -0.133353, -0.367614], [-0.693263, 0.658674, -0.630813], [-0.445033, -0.807338, 0.155565], [0.776410, 0.466400, 0.195362], [0.544363, -0.447942, -1.118451], [-5.490225, -0.321271, 2.251795], [-5.302669, 1.136322, 2.355347], [-4.035745, 1.389136, 1.928071], [-3.359861, 0.131748, 1.920491], [-2.114803, 0.047754, 1.564406], [-4.151656, -0.765407, 2.203571], [-5.550892, 1.538810, 3.599162], [-6.027996, -0.743594, 1.519350], [-5.908295, -0.813564, 3.334798], [-6.033347, 1.655289, 1.598216], [2.606011, -0.942408, 2.942652], [3.450423, -0.146695, 3.885221], [2.903648, 0.994890, 3.890694], [1.867423, 1.059755, 2.965203], [1.372207, 2.063465, 2.535460], [1.690659, -0.032578, 2.327833], [4.825005, 0.070964, 3.520024], [2.006365, -1.743425, 3.547182], [3.010982, -1.725066, 2.468819], [3.411316, -0.601131, 4.869453], [-1.958729, -2.102311, -2.784775], [-1.996194, -0.682230, -2.430855], [-2.476714, 0.106009, -3.573578], [-2.087423, 1.565794, -3.285894], [-2.095236, 1.827951, -1.939590], [-2.236785, 3.232678, -1.637899], [-1.619258, 3.410819, -0.262801], [-0.316485, 2.865920, -0.275436], [0.724741, 3.727484, -0.600597], [-1.642787, -2.575876, -3.717201], [-2.959715, -2.197034, -2.639440], [-1.474385, -2.777189, -1.898215], [-3.312634, -0.119812, -3.875793], [-1.773477, -0.108948, -4.402586], [-2.959272, 2.102954, -3.755106], [-1.175389, 1.797174, -3.709188], [-3.146505, 3.422963, -1.584413], [-1.612910, 3.937118, -2.321193], [-2.089215, 2.939274, 0.520318], [-1.496487, 4.381182, -0.190534], [1.136948, 4.458278, 0.015455], [0.605294, 4.473489, -1.644240], [1.559606, 3.266237, -1.055814], [3.626766, 1.477378, 0.113038], [2.924249, 0.594886, -0.710279], [3.795578, -0.312827, -1.349702], [2.968343, -1.331658, -2.149308], [2.243658, -1.879864, -1.430809], [2.631972, -3.155981, -0.868552], [1.378249, -3.699864, -0.001320], [1.130809, -2.886157, 1.082542], [0.057795, -3.463920, 1.883541], [4.091205, 0.968288, 0.996556], [3.212727, 2.234650, 0.545661], [4.446689, 1.828408, -0.473646], [4.233919, -0.687245, -0.416373], [4.343866, 0.286574, -2.067744], [3.748775, -1.846790, -2.686068], [2.485906, -0.801215, -2.994968], [3.565001, -3.143467, -0.067513], [2.811344, -3.850585, -1.642307], [1.548835, -4.748715, 0.378329], [0.451922, -3.908100, -0.808837], [-0.214983, -2.893214, 2.894673], [0.379232, -4.393036, 2.044322], [-0.839585, -3.328908, 1.316340]], "forces_ev_per_a": [[-0.0781, 6.7060, 1.9042], [1.3766, -1.8213, -0.0056], [-0.5950, -1.3896, 1.2043], [-1.8425, -1.9256, -0.8316], [1.0067, -1.2789, -2.2631], [0.3518, -1.6443, 6.8622], [-3.5939, 1.7017, -3.0357], [2.1733, -1.3701, 0.0647], [7.7222, 4.5215, -3.0565], [-5.8989, 0.2498, 1.9068], [-1.0937, -4.3517, 0.3988], [0.2259, 0.7349, 1.0559], [-1.8060, -1.1116, -2.9795], [0.8512, 1.6436, -3.0483], [1.2044, -0.4464, 1.6945], [-2.8486, -1.9186, 3.2569], [3.1353, -4.0690, 0.1818], [-4.0693, 5.7344, -0.0398], [0.6903, 4.7519, -1.4479], [0.0241, 0.1049, 1.6517], [1.1897, -3.8856, -0.2669], [-1.4289, -0.9312, 0.0721], [0.1808, 1.9845, -0.0794], [2.2346, -1.6420, -3.6508], [0.8847, -0.1486, 0.2354], [1.3830, -0.8320, 3.3504], [1.3606, -0.1769, -1.7562], [11.8375, 1.6423, 3.2245], [-4.5024, -0.7782, -0.3733], [0.0440, 0.8456, 1.2355], [9.3112, -2.0384, -0.2425], [1.2175, -2.9199, -2.7012], [1.4180, -0.2677, 0.1392], [-0.4732, 2.0206, -5.1103], [0.4405, 1.2030, -0.3287], [-3.1142, -2.0246, -0.2005], [-0.7685, 2.0460, -1.9283], [-9.2609, -2.0198, -2.3365], [-0.4765, -0.3573, -0.0302], [1.1097, 0.2547, -0.0957], [1.9601, 0.6558, -1.0845], [-8.3594, 2.2006, -0.1144], [-1.2640, -1.4182, 0.6051], [-1.5538, -0.8589, 1.6916], [0.0069, 5.0903, 1.2983], [-0.1227, 0.8782, 2.3478], [-0.8480, -1.7925, 2.4551], [0.8352, -1.6622, 0.1506], [4.1901, -4.8965, -1.2042], [-2.7391, 1.1249, 0.1869], [-0.6221, 1.1820, 0.1193], [10.9887, 9.5143, -8.9321], [-11.0667, -10.5039, 10.4924], [-0.8841, 0.2384, 4.3293], [-0.0750, -1.5589, -3.1095], [-0.8174, 1.0369, 0.7791], [-0.7473, 5.2159, 0.7784], [-0.0684, -0.2834, -0.5886], [-3.8823, 4.5050, 1.7746], [0.9093, 0.6554, -0.2428], [1.3912, -0.9996, -1.0619], [1.2326, -0.1637, 0.1999], [0.5023, -1.2980, -0.3941], [-0.2432, 0.2815, 0.2318], [-2.0618, 0.5143, -2.2949], [0.4575, -0.7094, -0.9919], [0.4152, 0.7824, -0.5710], [1.8620, 1.1135, 2.0872], [1.4016, -0.9589, -2.1456], [0.4213, -4.0312, 1.0224], [-0.7418, -0.6500, -0.4446]], "mulliken_charge": [0.81, 0.08, 0.10, -0.15, 0.28, -0.53, 0.39, -0.26, 0.36, -0.36, -0.26, -0.29, 0.35, 0.25, 0.27, -0.88, 0.23, -0.29, 0.20, -0.52, 0.38, -0.35, 0.33, 0.61, 0.31, -0.93, -0.21, -1.05, -0.64, -0.12, -0.91, -1.17, -0.06, -0.90, 0.35, 0.52, 0.08, 0.78, 0.34, 0.31, 0.46, 0.64, 0.28, 0.40, 0.82, 0.42, 0.20, 0.32, -1.38, -0.06, -0.71, -0.91, -0.11, -0.62, -0.53, 0.06, -1.04, 0.30, 0.49, 0.52, 0.36, 0.40, 0.57, 0.33, 0.23, 0.47, 0.47, 0.12, 0.21, 0.48, 0.34]}

=====

[2]
{"formula": "C13H23Br2NO10", "method": "ωB97M-V/def2-TZVPD", "smiles": "C[C@@H](Br)[C@@H](Br)OC(=O)NCCC(=O)O.COC(=O)OC.COC(=O)OC", "orbital_gap_ev": 10.71, "spin_multiplicity": 1, "largest_force_ev_per_a": 1.18, "total_energy_ha": -6464.3731, "symbols": ["C", "C", "Br", "C", "Br", "O", "C", "O", "N", "C", "C", "C", "O", "O", "H", "H", "H", "H", "H", "H", "H", "H", "H", "H", "H", "C", "O", "C", "O", "O", "C", "H", "H", "H", "H", "H", "H", "C", "O", "C", "O", "O", "C", "H", "H", "H", "H", "H", "H"], "positions_angstrom": [[6.644235, -1.892092, 1.454305], [5.899604, -0.596337, 1.718074], [7.151932, 0.891148, 1.709846], [4.699849, -0.241837, 0.818872], [4.572784, -1.352098, -0.793396], [3.496078, -0.408986, 1.544440], [2.832934, 0.762241, 1.847700], [3.346408, 1.633157, 2.503043], [1.512360, 0.742554, 1.472144], [1.077237, 0.068306, 0.235496], [-0.024629, -0.963879, 0.528690], [0.522696, -2.139168, 1.298086], [0.919312, -3.134194, 0.756180], [0.513850, -2.009641, 2.664659], [7.165708, -1.880351, 0.497446], [5.958289, -2.741063, 1.504630], [7.389020, -2.027152, 2.241345], [5.492978, -0.638585, 2.728290], [4.787833, 0.774703, 0.442815], [1.190129, 1.700822, 1.523921], [1.898958, -0.438140, -0.263208], [0.624755, 0.820877, -0.411653], [-0.831538, -0.476125, 1.079662], [-0.433540, -1.339395, -0.410737], [1.383508, -1.713443, 2.968196], [-6.788435, -1.311582, 0.019832], [-6.080002, -2.189557, 0.898144], [-4.858670, -2.516211, 0.479789], [-4.338176, -2.136010, -0.537207], [-4.311632, -3.327928, 1.380635], [-2.994636, -3.772847, 1.044252], [-7.752861, -1.137968, 0.486959], [-6.256023, -0.369045, -0.091828], [-6.926932, -1.774133, -0.955327], [-2.320153, -2.924649, 0.946418], [-3.005034, -4.345383, 0.119251], [-2.666044, -4.405592, 1.862528], [-0.846278, 6.017813, -2.385383], [-1.078333, 4.661891, -1.990187], [-1.623990, 3.902081, -2.939497], [-1.917176, 4.260091, -4.048159], [-1.785915, 2.674637, -2.445501], [-2.365836, 1.741956, -3.363585], [-0.405530, 6.508089, -1.522919], [-0.158451, 6.058840, -3.227367], [-1.782458, 6.504538, -2.650498], [-1.733115, 1.620874, -4.240526], [-3.360523, 2.061736, -3.666203], [-2.434547, 0.797038, -2.832467]], "forces_ev_per_a": [[0.1528, 0.0175, 0.1958], [-0.1222, -0.3850, 0.0991], [0.0819, 0.0746, -0.0245], [0.1925, -0.0350, 0.1633], [0.0045, 0.1301, 0.0956], [-0.3190, -0.0605, -0.5195], [-0.0065, 0.0357, 0.8032], [-0.0242, -0.1201, -0.5084], [0.8185, 0.3925, -0.7505], [-0.7755, -0.2993, 0.4020], [-0.2320, 0.1188, 0.0597], [0.1544, -0.5096, -0.4439], [-0.0692, 0.3235, 0.2826], [0.0532, 0.2820, 0.0006], [-0.1438, -0.0387, 0.0088], [-0.0028, 0.0734, -0.1449], [-0.0414, 0.0303, -0.0632], [0.0643, 0.2242, -0.0554], [-0.0805, -0.0563, 0.1027], [-0.3387, -0.1652, 0.3218], [0.1311, 0.2200, -0.0285], [0.2817, -0.0189, -0.1459], [0.0743, -0.0660, 0.0778], [0.1276, 0.0151, 0.0008], [-0.0486, -0.1625, 0.0394], [-0.1148, 0.0603, -0.0104], [-0.0145, -0.0091, 0.0075], [-0.0207, 0.0035, 0.0879], [0.0386, 0.0357, -0.0611], [-0.0177, -0.0267, -0.0148], [0.1774, -0.0950, 0.0695], [0.0164, -0.0353, 0.0452], [0.0374, -0.0181, -0.0372], [0.0527, 0.0110, -0.0196], [-0.0165, 0.0071, -0.0696], [-0.0057, 0.0663, -0.0487], [-0.0812, 0.0221, 0.0491], [0.0477, 0.1144, 0.0474], [0.0163, 0.0004, 0.0244], [0.0261, -0.0224, 0.0707], [-0.0242, 0.0249, -0.0658], [0.0067, -0.0551, 0.0321], [-0.0381, -0.2229, -0.0271], [-0.0037, -0.0520, 0.0305], [-0.0395, -0.0136, -0.0408], [-0.0043, -0.0231, -0.0532], [-0.0183, 0.0861, -0.0324], [0.0280, 0.0788, -0.0348], [0.0194, 0.0420, 0.0823]], "nbo_charge": [-0.64, -0.28, 0.01, 0.05, 0.00, -0.57, 0.88, -0.59, -0.63, -0.22, -0.53, 0.80, -0.53, -0.73, 0.23, 0.23, 0.23, 0.24, 0.23, 0.41, 0.23, 0.21, 0.23, 0.24, 0.50, -0.26, -0.49, 0.98, -0.65, -0.49, -0.25, 0.20, 0.19, 0.19, 0.18, 0.19, 0.20, -0.26, -0.50, 0.98, -0.64, -0.50, -0.26, 0.20, 0.19, 0.19, 0.19, 0.19, 0.20]}

=====

- Which formula does entry 1 have?
  C18H38F2NO12